# 1
Molecular formula: C21H25BF24NO9
Method: DFT, wB97M-V/def2-TZVPD

Properties
Total charge ... -1
HOMO-LUMO gap ... 0.235 hartree

Last column: Löwdin charge in e.
Positions of all 81 atoms, in Å:
C: -0.5331 -0.5521 -4.9777  -0.0556
C: 0.2410 0.5416 -5.6801  -0.2633
O: 0.5699 1.5899 -4.7850  -0.1526
C: -0.1188 2.8090 -5.0151  -0.1814
C: -1.1971 3.0096 -3.9698  -0.1893
O: -2.3928 2.3415 -4.2370  -0.0482
C: -2.9906 2.7540 -5.4478  -0.3448
O: -2.7033 1.7572 -6.3437  -0.0560
B: -3.7268 1.8969 -7.4252  -0.5497
O: -4.9308 2.2844 -6.6139  -0.0179
C: -4.5642 2.6435 -5.3884  -0.3512
O: -4.8098 1.6190 -4.4065  -0.0229
N: -6.1664 1.4355 -4.2742  -0.0579
O: -6.4346 0.3308 -4.0075  0.0393
H: -0.1510 -0.5950 -3.9701  0.0638
H: -1.5749 -0.2920 -4.9237  0.0700
H: -0.3711 -1.4939 -5.4674  0.0660
H: 1.1765 0.1043 -6.0078  0.1032
H: -0.3116 0.8708 -6.5422  0.1088
H: 0.6102 3.6007 -4.8661  0.1034
H: -0.4810 2.9106 -6.0241  0.1214
H: -0.8087 2.5971 -3.0616  0.0996
H: -1.3235 4.0795 -3.8047  0.1247
H: -2.6804 3.7402 -5.7843  0.1571
H: -3.3361 2.8345 -8.1429  0.0576
H: -3.8151 0.8669 -8.0673  0.0527
H: -5.0672 3.5674 -5.1537  0.1453
C: 2.8342 1.1331 -1.7524  -0.0290
C: 2.0578 2.4352 -1.5034  -0.4325
C: 2.3966 3.6288 -2.3926  -0.2887
F: 3.6805 4.0219 -2.2241  0.0903
F: 1.5994 4.6716 -2.0505  0.0959
F: 2.1588 2.7757 -0.1897  0.1136
F: 0.7572 2.1458 -1.7387  0.1062
O: 3.9209 0.8591 -0.8796  0.0401
C: 5.1650 1.3647 -1.1459  -0.5492
C: 5.6214 2.3089 -0.0355  -0.2832
F: 4.7728 3.3483 0.0838  0.1004
F: 6.8473 2.7980 -0.3403  0.0949
F: 5.2221 1.9470 -2.3559  0.1524
F: 6.0234 0.3200 -1.1736  0.1443
H: 2.1248 0.3345 -1.5426  0.1431
H: 3.1062 1.0121 -2.7989  0.1506
H: 2.2235 3.3838 -3.4434  0.1569
H: 5.6693 1.7781 0.9174  0.1747
C: -0.6609 -0.6873 2.2775  -0.0411
C: 0.7542 -0.5274 2.8557  -0.4347
C: 1.8606 -0.1690 1.8676  -0.2951
F: 2.0184 -1.1356 0.9386  0.0928
F: 3.0373 -0.0454 2.5323  0.0959
F: 1.0866 -1.6428 3.5487  0.1157
F: 0.6917 0.4941 3.7545  0.1090
O: -1.0952 -2.0067 2.0198  0.0460
C: -0.7944 -2.6037 0.8202  -0.5511
C: 0.0779 -3.8398 1.0307  -0.2857
F: 1.2372 -3.5044 1.6354  0.0964
F: 0.3697 -4.3902 -0.1666  0.1056
F: -0.2334 -1.7363 -0.0364  0.1540
F: -1.9555 -3.0155 0.2768  0.1581
H: -1.3325 -0.3357 3.0586  0.1486
H: -0.8296 -0.0302 1.4249  0.1513
H: 1.6463 0.7804 1.3671  0.1638
H: -0.4454 -4.5726 1.6485  0.1736
C: -0.5985 -2.7814 6.3146  -0.0373
C: 0.6778 -3.3987 6.9100  -0.4416
C: 0.6065 -4.8635 7.3400  -0.2989
F: -0.2991 -5.0443 8.3259  0.0903
F: 1.8170 -5.2431 7.8167  0.0949
F: 1.1101 -2.6354 7.9374  0.1338
F: 1.6285 -3.3366 5.9399  0.1113
O: -1.3944 -2.0022 7.1871  0.0543
C: -2.3368 -2.5995 7.9768  -0.5514
C: -2.0242 -2.3927 9.4575  -0.2836
F: -0.8274 -2.9278 9.7683  0.1001
F: -2.9696 -3.0112 10.2026  0.0975
F: -2.4875 -3.9021 7.6748  0.1473
F: -3.5158 -1.9915 7.7229  0.1473
H: -0.2564 -2.0720 5.5656  0.1311
H: -1.1918 -3.5151 5.7696  0.1493
H: 0.3505 -5.5051 6.4920  0.1733
H: -2.0116 -1.3280 9.6978  0.1759

# 2
Molecular formula: CH5N2O2
Method: DFT, wB97M-V/def2-TZVPD

Properties
Total charge ... +1
HOMO-LUMO gap ... 0.413 hartree

Last column: natural (NBO) charge in e.
Positions of all 10 atoms, in Å:
C: 0.5720 0.2932 -1.3526  0.7131
N: 0.3372 1.2237 -2.2247  -0.7885
N: 0.7306 -0.4464 -0.4848  -0.4642
O: 0.0289 -1.3039 1.8941  -0.4419
O: -0.9776 -0.4363 2.3538  -0.4146
H: 0.3036 -0.7584 0.5358  0.4768
H: -0.3336 0.9461 -2.9442  0.4569
H: 0.3948 2.2042 -1.9948  0.4651
H: -0.6067 0.4623 2.3701  0.4782
H: -0.4492 -2.1845 1.8473  0.5190

# 3
Molecular formula: C5H10N3
Method: DFT, wB97M-V/def2-TZVPD

Properties
Total charge ... +1
SMILES string ... CN=C=[NH+][C@@H]1N[C@H]1C
HOMO-LUMO gap ... 0.382 hartree

Last column: natural (NBO) charge in e.
Positions of all 18 atoms, in Å:
C: 1.5600 0.7287 -0.0168  0.7583
C: -1.2606 -0.0847 -0.3433  -0.0306
C: -0.6974 1.0687 0.4840  0.0605
C: 3.7138 -0.6385 -0.0625  -0.4208
C: -2.7348 -0.2249 -0.4446  -0.6379
N: 2.5061 0.0728 -0.2124  -0.2484
N: 0.5538 1.5398 -0.0125  -0.5857
N: -0.5720 -0.3103 0.9333  -0.5853
H: -0.7529 -0.3307 -1.1551  0.1911
H: -1.2709 1.7857 0.8252  0.2147
H: 4.4495 -0.6742 -0.8142  0.2623
H: 3.2979 -1.5807 0.0163  0.2519
H: 4.1313 -0.1290 0.7340  0.2413
H: -3.1546 0.4719 0.2855  0.2130
H: -3.1025 -1.1753 -0.1123  0.2354
H: -3.1764 -0.2137 -1.3505  0.2416
H: 0.5843 2.0428 -0.8949  0.4421
H: -1.0927 -0.4109 1.7817  0.3965

# 4
Molecular formula: C10H15B
Method: DFT, wB97M-V/def2-TZVPD

Properties
Total charge ... 0
SMILES string ... CB1C=C2CCCCC2=C1C
HOMO-LUMO gap ... 0.281 hartree

Last column: natural (NBO) charge in e.
Positions of all 26 atoms, in Å:
B: -1.0002 -1.7715 0.8576  0.8433
C: -1.6431 -0.0943 1.0088  -0.4145
C: 0.2920 -1.3891 0.0540  -0.4069
C: -0.7776 0.6929 0.3234  -0.0326
C: 0.2944 -0.0980 -0.2600  0.0959
C: -0.9331 2.2278 0.2091  -0.4398
C: 1.4195 0.6570 -0.9962  -0.4698
C: 0.3892 2.7775 -0.1340  -0.4179
C: 1.0500 2.1112 -1.2313  -0.3852
C: -1.6501 -3.0524 1.5069  -1.0478
C: 1.2969 -2.3221 -0.6046  -0.6367
H: -2.5250 0.1934 1.4456  0.1895
H: -1.6605 2.4156 -0.5971  0.2126
H: -1.4770 2.7214 1.0824  0.2270
H: 2.2203 0.5838 -0.2716  0.2224
H: 1.7465 0.1470 -1.9294  0.2314
H: 0.3160 3.9739 -0.2694  0.2064
H: 1.0843 2.7919 0.7132  0.2043
H: 2.0286 2.7792 -1.5087  0.2154
H: 0.3993 2.1995 -2.2506  0.1953
H: -1.8154 -2.7585 2.5837  0.2678
H: -1.0041 -3.9969 1.2020  0.2419
H: -2.7025 -3.0214 1.1285  0.2600
H: 1.4315 -3.1375 0.1504  0.2085
H: 2.2999 -1.7643 -0.7288  0.2107
H: 0.9200 -2.8661 -1.4839  0.2186